(one)
11 unconnected molecules or ions with the total composition BF4H20O10, computed with ωB97M-V with the def2-TZVPD basis set.

LUMO, eV: 2.667
Spin multiplicity: 1
HOMO-LUMO gap, eV: 9.7389
Charge: -1

Each line ends with the Löwdin charge.
Geometry (Å):
B  0.521  -0.072  0.253  -1.3372
F  0.056  -1.219  -0.295  0.1884
F  -0.464  0.614  0.987  0.1125
F  1.565  -0.397  1.157  0.1002
F  0.895  0.859  -0.659  0.1810
O  3.616  -0.544  2.519  -0.0585
H  2.725  -0.759  2.246  -0.0163
H  4.043  -1.392  2.637  0.0161
O  -1.814  -2.266  -3.018  -0.0591
H  -0.901  -2.046  -2.831  -0.0346
H  -1.876  -2.241  -3.973  0.0295
O  -1.117  2.515  2.933  -0.0296
H  -1.351  3.199  3.561  0.0515
H  -1.891  1.954  2.890  0.0484
O  -0.733  3.270  -0.640  -0.0440
H  -0.849  2.335  -0.468  -0.0169
H  -1.504  3.682  -0.252  0.0297
O  0.486  1.395  -3.266  -0.0490
H  0.489  0.822  -2.500  -0.0084
H  1.257  1.951  -3.153  0.0404
O  -2.613  -1.229  1.731  -0.0476
H  -2.722  -1.658  0.882  0.0356
H  -2.020  -0.498  1.557  -0.0082
O  0.876  -3.315  1.626  -0.0479
H  0.251  -2.604  1.487  0.0088
H  1.714  -2.960  1.330  0.0172
O  0.842  -2.446  -2.792  -0.0401
H  1.630  -2.934  -2.552  0.0552
H  0.668  -1.884  -2.038  0.0111
O  1.501  2.214  2.102  -0.0589
H  1.615  1.659  1.330  -0.0071
H  0.554  2.234  2.244  -0.0321
O  -2.205  0.541  -1.709  -0.0308
H  -1.588  0.786  -2.400  0.0141
H  -1.661  0.434  -0.929  -0.0135

=====

(two)
11 unconnected molecules or ions with the total composition BF4H20O10, computed with ωB97M-V with the def2-TZVPD basis set.

LUMO, eV: 2.357
Spin multiplicity: 1
HOMO-LUMO gap, eV: 9.7298
Charge: -1

Each line ends with the Löwdin charge.
Geometry (Å):
B  -0.582  -0.012  -0.979  -1.4282
F  -0.696  -1.360  -0.816  0.1602
F  -1.727  0.468  -1.618  0.1333
F  -0.473  0.535  0.260  0.1492
F  0.497  0.162  -1.730  0.2137
O  -1.972  -4.304  0.258  -0.0542
H  -2.123  -4.035  1.161  0.0269
H  -1.805  -3.463  -0.183  0.0163
O  -0.877  -0.866  2.478  -0.0288
H  -0.992  -0.152  1.869  -0.0186
H  -0.001  -1.167  2.603  0.0142
O  -3.091  2.688  -1.269  -0.0626
H  -2.507  1.930  -1.249  -0.0253
H  -2.524  3.282  -0.766  0.0301
O  -1.005  2.206  3.222  -0.0303
H  -1.593  1.851  2.595  -0.0078
H  -0.109  2.125  2.894  0.0315
O  2.309  2.193  -1.884  -0.0539
H  3.210  1.795  -1.957  0.0525
H  1.679  1.496  -1.965  -0.0024
O  -3.963  -0.791  0.101  -0.0537
H  -3.557  -0.072  0.585  0.0216
H  -3.419  -0.916  -0.691  0.0268
O  2.589  -0.332  0.635  -0.0598
H  2.952  0.093  -0.152  -0.0165
H  2.038  -1.023  0.267  -0.0254
O  1.354  -2.762  0.428  -0.0278
H  0.751  -2.469  -0.219  -0.0096
H  0.802  -3.329  0.974  0.0507
O  3.849  0.000  -1.739  -0.0347
H  3.154  -0.508  -2.106  0.0458
H  4.658  -0.487  -1.520  0.0900
O  0.964  2.735  0.321  -0.0740
H  1.594  2.584  -0.412  -0.0186
H  0.619  1.903  0.606  -0.0304

=====

We find (two) to be the most stable, with the next structure 0.212 eV higher.

=====

(one)
A single H3NO molecule, computed with ωB97M-V with the def2-TZVPD basis set.

LUMO, eV: 0.802
Spin multiplicity: 1
SMILES: NO
HOMO-LUMO gap, eV: 11.1195

Each line ends with the Löwdin charge.
Geometry (Å):
N  -0.400  0.481  -0.216  -0.0909
O  -0.433  -1.028  -0.070  -0.2008
H  -0.287  0.840  0.756  0.0531
H  0.543  0.924  -0.654  0.1140
H  0.577  -1.217  0.184  0.1246

=====

(two)
A single H3NO molecule, computed with ωB97M-V with the def2-TZVPD basis set.

LUMO, eV: 1.002
Spin multiplicity: 1
SMILES: NO
HOMO-LUMO gap, eV: 10.6028

Each line ends with the Löwdin charge.
Geometry (Å):
N  0.490  0.368  0.330  -0.0715
O  -0.475  -0.253  -0.488  -0.1518
H  0.088  0.925  1.091  0.0713
H  1.114  -0.412  0.638  0.0879
H  -0.830  -1.063  -0.129  0.0642

=====

(three)
A single H3NO molecule, computed with ωB97M-V with the def2-TZVPD basis set.

LUMO, eV: 0.742
Spin multiplicity: 1
SMILES: NO
HOMO-LUMO gap, eV: 9.7501

Each line ends with the Löwdin charge.
Geometry (Å):
N  0.524  -0.250  -0.286  -0.1203
O  -0.769  -0.334  -0.243  -0.2067
H  0.680  0.815  -0.215  0.1212
H  0.850  -0.710  0.506  0.0413
H  -1.284  0.479  0.238  0.1646

=====

We find (two) to be the most stable, with the next structure 0.513 eV higher.

=====

(one)
A single C5H13N molecule, computed with ωB97M-V with the def2-TZVPD basis set.

LUMO, eV: 1.140
Spin multiplicity: 1
SMILES: CCCN(C)C
HOMO-LUMO gap, eV: 9.3079

Each line ends with the Löwdin charge.
Geometry (Å):
C  1.726  0.605  -1.281  -0.1068
C  1.683  -0.450  -0.178  -0.2440
C  0.286  -0.939  0.177  -0.2373
N  -0.673  0.129  0.426  -0.2795
C  -1.373  0.140  1.677  -0.1089
C  -1.539  0.410  -0.708  -0.1076
H  2.750  0.883  -1.507  0.0664
H  1.125  1.447  -0.936  0.0678
H  1.235  0.218  -2.170  0.0637
H  2.280  -1.340  -0.383  0.1018
H  2.147  -0.065  0.733  0.1039
H  -0.128  -1.637  -0.549  0.1142
H  0.360  -1.539  1.054  0.0947
H  -1.468  1.147  2.073  0.0773
H  -2.356  -0.345  1.627  0.0787
H  -0.762  -0.390  2.417  0.0818
H  -1.084  0.071  -1.639  0.0703
H  -1.770  1.466  -0.838  0.0822
H  -2.467  -0.182  -0.654  0.0812

=====

(two)
A single C5H13N molecule, computed with ωB97M-V with the def2-TZVPD basis set.

LUMO, eV: 1.171
Spin multiplicity: 1
SMILES: CCNC(C)C
HOMO-LUMO gap, eV: 9.5148

Each line ends with the Löwdin charge.
Geometry (Å):
C  1.198  2.342  0.914  -0.0917
C  0.985  1.242  -0.177  -0.2479
N  0.215  0.137  0.423  -0.0788
C  -0.614  -0.666  -0.431  -0.4529
C  0.003  -1.950  -1.075  -0.0689
C  -1.860  -1.064  0.369  -0.0802
H  2.228  2.286  1.288  0.0593
H  0.957  3.355  0.611  0.0589
H  0.631  2.053  1.797  0.0602
H  1.914  0.846  -0.589  0.1003
H  0.345  1.733  -0.906  0.1022
H  0.722  -0.321  1.154  0.1129
H  -0.922  -0.134  -1.329  0.1242
H  -0.305  -2.063  -2.110  0.0644
H  -0.214  -2.890  -0.557  0.0643
H  1.100  -1.924  -1.036  0.0666
H  -2.661  -0.326  0.375  0.0663
H  -1.620  -1.276  1.411  0.0719
H  -2.371  -1.959  -0.010  0.0690

=====

(three)
A single C5H13N molecule, computed with ωB97M-V with the def2-TZVPD basis set.

LUMO, eV: 1.197
Spin multiplicity: 1
SMILES: CC[C@H](C)NC
HOMO-LUMO gap, eV: 9.2287

Each line ends with the Löwdin charge.
Geometry (Å):
C  2.056  -0.099  -0.289  -0.1273
C  0.846  0.220  -1.130  -0.2405
C  -0.431  -0.319  -0.482  -0.4131
C  -1.648  0.053  -1.371  -0.0606
N  -0.665  0.237  0.869  -0.1151
C  -0.276  -0.102  2.235  -0.1169
H  1.981  -1.102  0.155  0.0744
H  3.056  -0.010  -0.726  0.0705
H  2.073  0.536  0.606  0.0633
H  0.864  -0.347  -2.071  0.1118
H  0.825  1.308  -1.230  0.1166
H  -0.426  -1.402  -0.355  0.1365
H  -1.380  0.197  -2.412  0.0647
H  -2.172  0.882  -0.891  0.0715
H  -2.350  -0.787  -1.434  0.0701
H  -0.761  1.230  0.707  0.0935
H  -0.508  0.772  2.835  0.0754
H  -0.883  -0.905  2.676  0.0710
H  0.790  -0.336  2.219  0.0542

=====

(four)
2 unconnected molecules or ions with the total composition C5H13N, computed with ωB97M-V with the def2-TZVPD basis set.

LUMO, eV: 1.048
Spin multiplicity: 1
SMILES: C=CC.CCN
HOMO-LUMO gap, eV: 10.3330

Each line ends with the Löwdin charge.
Geometry (Å):
C  0.700  1.910  1.505  -0.0015
C  1.197  2.123  0.309  -0.2564
C  2.389  1.670  -0.392  -0.1187
H  -0.292  2.089  1.793  0.0456
H  1.295  1.569  2.218  0.0068
H  0.472  2.662  -0.354  0.1085
H  2.294  0.962  -1.161  0.0574
H  2.762  2.490  -1.017  0.0736
H  3.260  1.554  0.279  0.0893
C  -1.641  -1.907  0.845  -0.1011
C  -0.973  -1.392  -0.476  -0.4122
N  -1.403  -1.886  -1.711  -0.0189
H  -2.017  -2.919  0.681  0.0512
H  -0.981  -1.867  1.793  0.0885
H  -2.506  -1.305  1.149  0.0523
H  -1.080  -0.346  -0.414  0.0753
H  0.042  -1.399  -0.301  0.0712
H  -1.030  -2.887  -1.694  0.1064
H  -2.432  -1.817  -1.740  0.0826

=====

We find (one) to be the most stable, with the next structure 0.052 eV higher.

=====

(one)
2 unconnected molecules or ions with the total composition C5H13N, computed with ωB97M-V with the def2-TZVPD basis set.

LUMO, eV: 1.049
Spin multiplicity: 1
SMILES: C=CC.CCN
HOMO-LUMO gap, eV: 9.0347

Each line ends with the Löwdin charge.
Geometry (Å):
C  2.546  -0.412  0.707  -0.0589
C  2.568  -0.787  -0.618  -0.2776
C  3.834  -1.138  -1.339  -0.1433
H  1.936  -0.630  1.676  0.0653
H  3.121  0.613  0.839  0.0842
H  1.752  -1.032  -1.306  0.0855
H  3.783  -0.517  -2.329  0.0942
H  3.600  -2.028  -1.864  0.0493
H  4.792  -0.919  -0.771  0.0986
C  -3.796  0.480  -0.319  -0.1510
C  -2.520  1.175  0.165  -0.3129
N  -1.912  0.561  1.410  -0.0407
H  -4.528  0.472  0.489  0.0527
H  -3.705  -0.594  -0.627  0.0767
H  -4.263  1.089  -1.137  0.0741
H  -2.749  2.254  0.252  0.1080
H  -1.797  0.987  -0.675  0.0996
H  -1.967  -0.427  1.828  0.1009
H  -2.377  0.902  2.183  -0.0047

=====

(two)
A single C5H13N molecule, computed with ωB97M-V with the def2-TZVPD basis set.

LUMO, eV: 1.184
Spin multiplicity: 1
SMILES: CCCCCN
HOMO-LUMO gap, eV: 10.0275

Each line ends with the Löwdin charge.
Geometry (Å):
C  -1.211  -2.189  -0.282  -0.1251
C  0.254  -1.791  -0.194  -0.2709
C  0.500  -0.298  -0.469  -0.2240
C  -0.352  0.636  0.390  -0.2321
C  0.426  1.845  0.903  -0.3087
N  0.838  2.783  -0.121  -0.0111
H  -1.335  -3.239  -0.008  0.0674
H  -1.554  -2.110  -1.321  0.0769
H  -1.894  -1.636  0.370  0.0645
H  0.683  -2.066  0.777  0.1076
H  0.767  -2.374  -0.953  0.0975
H  0.300  -0.129  -1.528  0.1065
H  1.550  -0.038  -0.319  0.1017
H  -0.727  0.138  1.288  0.1042
H  -1.233  1.022  -0.137  0.1115
H  1.325  1.442  1.358  0.1074
H  -0.200  2.377  1.629  0.1037
H  0.131  2.984  -0.813  0.0628
H  1.730  2.643  -0.570  0.0602

=====

We find (two) to be the most stable, with the next structure 4.190 eV higher.

=====

(one)
2 unconnected molecules or ions with the total composition C5H13N, computed with ωB97M-V with the def2-TZVPD basis set.

LUMO, eV: -0.590
Spin multiplicity: 1
HOMO-LUMO gap, eV: 7.0205

Each line ends with the Löwdin charge.
Geometry (Å):
C  2.008  -1.662  -0.316  -0.1092
C  1.207  -1.018  0.819  -0.2860
C  0.900  0.485  0.832  -0.2301
C  -0.171  0.897  -0.129  -0.1974
N  -1.505  0.230  0.336  -0.0836
C  -2.520  0.605  -0.482  -0.2729
H  2.833  -0.971  -0.529  0.0681
H  2.384  -2.646  -0.084  0.0654
H  1.464  -1.574  -1.262  0.0641
H  1.677  -1.386  1.737  0.1021
H  0.230  -1.507  0.890  0.0917
H  1.886  0.945  0.766  0.1084
H  0.645  0.664  1.880  0.1104
H  0.043  0.515  -1.116  0.1097
H  -0.807  1.677  0.359  0.1187
H  -1.852  2.334  -1.427  0.1818
H  -3.387  1.093  0.020  0.0796
H  -3.061  -0.138  -1.081  0.1027
H  -1.974  1.458  -1.210  -0.0232

=====

(two)
A single C5H13N molecule, computed with ωB97M-V with the def2-TZVPD basis set.

LUMO, eV: 1.175
Spin multiplicity: 1
SMILES: CC(C)CCN
HOMO-LUMO gap, eV: 10.2724

Each line ends with the Löwdin charge.
Geometry (Å):
C  -1.571  0.428  1.476  -0.0940
C  -0.347  0.313  0.552  -0.4400
C  -0.119  1.692  -0.113  -0.0632
C  -0.396  -0.887  -0.393  -0.1819
C  0.844  -0.980  -1.323  -0.3004
N  2.003  -1.366  -0.549  0.0072
H  -1.642  -0.520  2.033  0.0756
H  -1.464  1.212  2.219  0.0735
H  -2.517  0.467  0.933  0.0786
H  0.469  0.057  1.241  0.1119
H  -0.001  1.579  -1.192  0.0601
H  -0.805  2.475  0.183  0.0679
H  0.842  2.088  0.213  0.0724
H  -0.297  -1.802  0.195  0.1146
H  -1.286  -0.784  -1.018  0.1188
H  0.625  -1.746  -2.070  0.0981
H  0.884  -0.069  -1.935  0.0915
H  2.876  -1.011  -0.878  0.0583
H  1.902  -1.147  0.428  0.0508

=====

(three)
A single C5H13N molecule, computed with ωB97M-V with the def2-TZVPD basis set.

LUMO, eV: 1.151
Spin multiplicity: 1
SMILES: CCCN(C)C
HOMO-LUMO gap, eV: 9.5143

Each line ends with the Löwdin charge.
Geometry (Å):
C  1.831  -1.958  0.619  -0.1132
C  1.340  -0.511  0.644  -0.2460
C  -0.116  -0.437  0.150  -0.2518
N  -0.472  0.935  -0.186  -0.2788
C  -0.800  1.099  -1.593  -0.1207
C  -1.542  1.481  0.648  -0.0995
H  1.115  -2.589  1.143  0.0671
H  1.629  -2.262  -0.419  0.0669
H  2.874  -2.205  0.818  0.0683
H  1.899  0.065  -0.099  0.1030
H  1.371  0.066  1.570  0.1043
H  -0.781  -0.850  0.912  0.1130
H  -0.161  -1.052  -0.750  0.1061
H  -0.008  0.680  -2.231  0.0852
H  -0.882  2.161  -1.789  0.0770
H  -1.738  0.610  -1.919  0.0858
H  -1.453  2.561  0.706  0.0788
H  -2.531  1.277  0.194  0.0798
H  -1.573  0.931  1.582  0.0747

=====

We find (two) to be the most stable, with the next structure 0.419 eV higher.

=====

(one)
A single CH5NO2S molecule, computed with ωB97M-V with the def2-TZVPD basis set.

LUMO, eV: 0.689
Spin multiplicity: 1
SMILES: CO[S@@H](=N)=O
HOMO-LUMO gap, eV: 10.7968

Each line ends with the Löwdin charge.
Geometry (Å):
C  0.739  -0.240  0.813  -0.1154
O  -0.663  0.050  0.546  -0.3367
S  -0.744  0.427  -1.046  0.7200
N  -2.110  0.882  -1.593  -0.1972
O  0.435  1.231  -1.378  -0.3707
H  1.363  0.395  0.299  0.0271
H  0.913  -1.424  0.678  0.1449
H  0.760  0.069  1.859  0.0916
H  -0.573  -0.767  -1.538  0.0654
H  -2.489  1.604  -1.079  -0.0290

=====

(two)
2 unconnected molecules or ions with the total composition CH5NO2S, computed with ωB97M-V with the def2-TZVPD basis set.

LUMO, eV: 0.826
Spin multiplicity: 1
HOMO-LUMO gap, eV: 10.5153

Each line ends with the Löwdin charge.
Geometry (Å):
C  1.331  0.758  1.417  -0.0789
N  0.344  0.491  0.728  0.0162
O  -0.949  -1.719  -0.391  -0.5593
O  -1.177  0.476  -1.343  -0.3656
S  -0.642  -1.024  -1.666  0.8488
H  -0.555  0.644  -0.656  -0.0941
H  1.493  0.481  2.497  0.0968
H  2.038  1.455  0.970  0.0702
H  -0.113  -0.367  1.010  0.0476
H  -1.771  -1.195  -2.566  0.0182

=====

We find (two) to be the most stable, with the next structure 0.559 eV higher.